DFT (ωB97M-V with the def2-TZVPD basis set) results for 2 unconnected molecules or ions with the total composition C6H15NO at a distorted geometry.

```
23
Properties=species:S:1:pos:R:3:mulliken_charge:R:1
C 0.2251 2.1962 -2.1843 -0.806
C 0.6064 1.2285 -1.3383 -0.077
C -0.2849 0.0829 -0.9849 -0.750
C -0.9886 0.2283 0.3734 0.046
C -1.7288 -1.2838 0.6947 -1.215
N -1.6890 1.3726 0.8269 -0.381
C -1.2740 1.7442 2.2384 -0.838
H 0.8978 3.0601 -2.5032 0.239
H -0.7878 2.2676 -2.5171 0.291
H 1.7068 1.2817 -1.0210 0.240
H 0.2348 -0.9873 -0.9009 0.264
H -0.8358 -0.0089 -1.9367 0.486
H -0.1049 0.2253 0.9740 0.291
H -0.8334 -1.8981 0.9998 0.329
H -2.2391 -1.4656 -0.1907 0.378
H -2.4403 -1.3126 1.5370 0.333
H -1.5803 2.2439 0.3599 0.266
H -2.2068 2.0203 2.7681 0.281
H -0.8937 0.8570 2.7547 0.363
H -0.5481 2.6269 2.2299 0.260
O 5.0684 -5.1388 -0.6898 -0.629
H 5.3641 -4.3355 -0.2630 0.320
H 4.3319 -5.0047 -1.2269 0.309
```

Computed properties:
HOMO level ... -8.522 eV
SMILES ... C=CC[C@H](C)NC.O
F_max ... 4.33 eV Å⁻¹
HOMO-LUMO gap ... 9.2 eV
Energy above the lowest of the compared OMol25 structures with the same formula, charge and spin ... 358.9 kJ/mol
E_tot ... -367.4946 a.u.
Molecular weight ... 117.2 g mol⁻¹